Record 1
The following is a quantum chemistry calculation of a cluster of 2 separate species, C6H12N2 in total in a non-equilibrium geometry, from the OMol25 dataset.

Each atom is followed by the atoms it is bonded to, with distances in Å.
Atoms and positions in Å:
1 C 1.26498 0.00617 2.09844  C2 1.543, H3 1.092, H4 1.089, H5 1.096
2 C 0.89422 1.49735 2.23882  C1 1.543, H6 1.085, H7 1.094, H8 1.091
3 H 1.79617 -0.36941 2.97597  C1 1.092
4 H 0.39550 -0.59646 1.83846  C1 1.089
5 H 1.95556 -0.05716 1.24976  C1 1.096
6 H -0.01738 1.62756 2.81205  C2 1.085
7 H 0.84034 1.90017 1.22267  C2 1.094
8 H 1.67989 1.99964 2.80593  C2 1.091
9 C -2.11927 0.78073 -0.14515  C11 1.498, H18 1.089, H19 1.091, H20 1.101
10 C 1.03720 -0.32585 -1.41036  N13 1.352, N14 1.427, H15 1.089
11 C -1.01570 -0.01430 -0.77332  C9 1.498, C12 1.393, N13 1.328
12 C -0.83431 -1.39169 -0.67262  C11 1.393, N14 1.406, H17 1.076
13 N 0.09093 0.60703 -1.16365  C10 1.352, C11 1.328
14 N 0.48906 -1.60569 -1.09805  C10 1.427, C12 1.406, H16 0.999
15 H 1.85190 -0.30370 -2.13199  C10 1.089
16 H 0.82625 -2.48246 -1.43834  N14 0.999
17 H -1.50480 -2.23242 -0.71201  C12 1.076
18 H -1.71877 1.67485 0.33137  C9 1.089
19 H -2.72167 0.14994 0.51067  C9 1.091
20 H -2.82669 1.13253 -0.91204  C9 1.101

Computed properties:
- ΔE to the lowest compared entry with this formula, charge and spin: 18.7 kcal/mol
- Total charge: -1
- Frontier orbital gap (spin up / spin down): 3.1825 / 7.3250 eV
- Strongest force on any atom: 1.39 eV Å⁻¹
- Spin multiplicity: 2
- Expectation value of S²: 0.76
- Calculated total energy: -9394.7430 eV

Record 2
The following is a quantum chemistry calculation of an isolated molecule of C27H44O2, from the OMol25 dataset.

Each atom is followed by the atoms it is bonded to, with distances in Å.
Atoms and positions in Å:
1 C 1.25822 3.08030 2.81956  C2 1.327, H30 1.077, H31 1.078
2 C 2.48209 2.95191 3.31686  C1 1.327, C3 1.503, C8 1.470
3 C 3.46979 4.08452 3.35151  C2 1.503, C4 1.528, H32 1.093, H33 1.091
4 C 4.03121 4.28170 4.75938  C3 1.528, C5 1.528, H34 1.092, H35 1.091
5 C 4.64913 2.98051 5.26978  C4 1.528, O6 1.412, C7 1.535, H36 1.106
6 O 5.75328 2.67000 4.44567  C5 1.412, H37 0.963
7 C 3.59341 1.86593 5.26827  C5 1.535, C8 1.504, H38 1.094, H39 1.094
8 C 2.98002 1.70039 3.90462  C2 1.470, C7 1.504, C9 1.342
9 C 2.92563 0.50425 3.29884  C8 1.342, C10 1.441, H40 1.083
10 C 2.43043 0.27967 1.96460  C9 1.441, C11 1.338, H41 1.081
11 C 2.17258 -0.90163 1.39188  C10 1.338, C12 1.503, C29 1.497
12 C 2.29658 -2.24602 2.05345  C11 1.503, C13 1.533, H42 1.089, H43 1.095
13 C 0.95663 -2.99094 2.02576  C12 1.533, C14 1.530, H44 1.091, H45 1.093
14 C 0.36718 -3.07434 0.61662  C13 1.530, C15 1.531, H46 1.090, H47 1.094
15 C 0.24523 -1.68515 -0.01617  C14 1.531, C16 1.531, C17 1.549, C29 1.550
16 C -0.73853 -0.81301 0.76756  C15 1.531, H48 1.087, H49 1.086, H50 1.087
17 C -0.06368 -1.67154 -1.53416  C15 1.549, C18 1.539, C27 1.552, H51 1.096
18 C -1.53385 -1.77142 -1.97669  C17 1.539, C19 1.529, C20 1.546, H52 1.093
19 C -2.21305 -3.04518 -1.47371  C18 1.529, H53 1.086, H54 1.088, H55 1.088
20 C -1.63257 -1.71171 -3.51850  C18 1.546, C21 1.531, H56 1.092, H57 1.090
21 C -2.58890 -0.63359 -4.03514  C20 1.531, C22 1.526, H58 1.092, H59 1.091
22 C -4.04657 -0.93032 -3.69447  C21 1.526, C23 1.542, H60 1.095, H61 1.092
23 C -5.07034 0.11308 -4.18469  C22 1.542, C24 1.533, C25 1.528, O26 1.424
24 C -5.07883 0.21849 -5.71402  C23 1.533, H62 1.089, H63 1.088, H64 1.086
25 C -4.82451 1.48583 -3.55945  C23 1.528, H65 1.086, H66 1.087, H67 1.085
26 O -6.36152 -0.28143 -3.73109  C23 1.424, H68 0.963
27 C 0.59095 -0.35617 -2.03562  C17 1.552, C28 1.537, H69 1.090, H70 1.089
28 C 1.50681 0.15991 -0.91408  C27 1.537, C29 1.522, H71 1.089, H72 1.089
29 C 1.66042 -1.05257 -0.00654  C11 1.497, C15 1.550, C28 1.522, H73 1.099
30 H 0.55605 2.26411 2.82234  C1 1.077
31 H 0.91225 4.01247 2.40396  C1 1.078
32 H 4.30354 3.83804 2.68863  C3 1.093
33 H 3.00491 5.00628 2.99856  C3 1.091
34 H 3.23879 4.59068 5.44360  C4 1.092
35 H 4.79977 5.05541 4.74263  C4 1.091
36 H 5.00221 3.12874 6.30712  C5 1.106
37 H 6.01882 1.75945 4.61023  O6 0.963
38 H 2.81435 2.13875 5.98691  C7 1.094
39 H 4.04209 0.92521 5.60129  C7 1.094
40 H 3.31217 -0.35386 3.83446  C9 1.083
41 H 2.27414 1.17917 1.38622  C10 1.081
42 H 2.63351 -2.15868 3.08539  C12 1.089
43 H 3.03836 -2.83723 1.50603  C12 1.095
44 H 0.25294 -2.48266 2.68670  C13 1.091
45 H 1.10036 -4.00184 2.41520  C13 1.093
46 H -0.60177 -3.56946 0.67452  C14 1.090
47 H 1.01766 -3.69382 -0.00715  C14 1.094
48 H -1.65715 -1.35671 0.97454  C16 1.087
49 H -0.99270 0.08376 0.21117  C16 1.086
50 H -0.30194 -0.50407 1.71417  C16 1.087
51 H 0.46782 -2.52093 -1.97928  C17 1.096
52 H -2.07207 -0.91327 -1.56554  C18 1.093
53 H -2.35746 -3.02221 -0.39797  C19 1.086
54 H -1.61759 -3.92018 -1.72632  C19 1.088
55 H -3.19226 -3.15362 -1.93439  C19 1.088
56 H -1.95691 -2.68230 -3.89936  C20 1.092
57 H -0.64919 -1.51832 -3.94642  C20 1.090
58 H -2.47815 -0.56846 -5.11933  C21 1.092
59 H -2.29926 0.32925 -3.61228  C21 1.091
60 H -4.31584 -1.90053 -4.12586  C22 1.095
61 H -4.16160 -1.00840 -2.61164  C22 1.092
62 H -5.19132 -0.76604 -6.16624  C24 1.089
63 H -5.91415 0.84087 -6.02720  C24 1.088
64 H -4.15908 0.66634 -6.07739  C24 1.086
65 H -4.77409 1.39563 -2.47790  C25 1.086
66 H -5.65414 2.14183 -3.80839  C25 1.087
67 H -3.90344 1.92331 -3.93091  C25 1.085
68 H -6.57889 -1.13343 -4.12476  O26 0.963
69 H 1.17022 -0.53807 -2.94075  C27 1.090
70 H -0.17236 0.38187 -2.27964  C27 1.089
71 H 1.03504 0.98403 -0.38147  C28 1.089
72 H 2.46566 0.51039 -1.29453  C28 1.089
73 H 2.32344 -1.76295 -0.51903  C29 1.099

Computed properties:
- ΔE to the lowest compared entry with this formula, charge and spin: 0.1 kcal/mol
- Total charge: 0
- Frontier orbital gap: 8.5657 eV
- Strongest force on any atom: 0.79 eV Å⁻¹
- Calculated total energy: -32808.1911 eV
- SMILES: C=C1CC[C@H](O)C/C1=C/C=C1\CCC[C@]2(C)[C@@H]([C@H](C)CCCC(C)(C)O)CC[C@@H]12